{"formula": "C33H66O33", "method": "ωB97M-V/def2-TZVPD", "gap_ev": 11.0, "mol_weight_g_mol": 990.858, "species": ["C", "O", "C", "O", "O", "C", "H", "H", "H", "H", "H", "H", "C", "O", "C", "O", "O", "C", "H", "H", "H", "H", "H", "H", "C", "O", "C", "O", "O", "C", "H", "H", "H", "H", "H", "H", "C", "O", "C", "O", "O", "C", "H", "H", "H", "H", "H", "H", "C", "O", "C", "O", "O", "C", "H", "H", "H", "H", "H", "H", "C", "O", "C", "O", "O", "C", "H", "H", "H", "H", "H", "H", "C", "O", "C", "O", "O", "C", "H", "H", "H", "H", "H", "H", "C", "O", "C", "O", "O", "C", "H", "H", "H", "H", "H", "H", "C", "O", "C", "O", "O", "C", "H", "H", "H", "H", "H", "H", "C", "O", "C", "O", "O", "C", "H", "H", "H", "H", "H", "H", "C", "O", "C", "O", "O", "C", "H", "H", "H", "H", "H", "H"], "xyz": [[1.550, -0.213, 5.710], [1.236, -0.570, 7.053], [1.394, -1.805, 7.462], [1.823, -2.702, 6.769], [1.008, -1.918, 8.717], [0.939, -3.213, 9.279], [2.602, -0.451, 5.555], [1.309, 0.841, 5.622], [0.946, -0.798, 5.018], [1.748, -3.395, 9.989], [1.052, -4.010, 8.546], [0.010, -3.335, 9.829], [-2.827, -3.416, -0.463], [-2.570, -3.301, -1.846], [-3.429, -3.813, -2.699], [-4.509, -4.253, -2.422], [-2.838, -3.735, -3.907], [-3.499, -4.301, -5.011], [-2.882, -4.406, -0.004], [-3.558, -2.736, -0.032], [-1.877, -3.140, 0.013], [-4.350, -3.775, -5.453], [-3.690, -5.372, -4.962], [-2.767, -4.179, -5.816], [-5.570, -1.123, -2.829], [-5.972, -0.011, -2.041], [-5.775, -0.033, -0.742], [-5.238, -0.928, -0.136], [-6.354, 1.040, -0.212], [-6.444, 1.185, 1.185], [-5.810, -0.921, -3.867], [-5.867, -2.127, -2.533], [-4.477, -1.069, -2.743], [-7.431, 1.611, 1.380], [-5.700, 1.829, 1.650], [-6.508, 0.218, 1.687], [6.321, -0.741, 3.235], [5.704, -1.120, 2.017], [4.396, -0.888, 1.841], [3.638, -0.660, 2.747], [4.155, -1.090, 0.564], [2.912, -0.833, -0.054], [5.678, -0.046, 3.781], [7.260, -0.222, 3.065], [6.456, -1.601, 3.887], [2.844, -1.397, -0.981], [2.725, 0.171, -0.462], [2.055, -0.960, 0.608], [-0.408, -3.175, 3.974], [-0.584, -3.592, 2.629], [-0.037, -4.765, 2.236], [1.086, -5.090, 2.451], [-0.939, -5.362, 1.474], [-0.537, -6.512, 0.739], [-1.199, -3.676, 4.531], [-0.597, -2.100, 4.056], [0.635, -3.236, 4.292], [0.294, -7.049, 1.186], [-0.240, -6.180, -0.262], [-1.422, -7.110, 0.533], [5.051, 2.427, 2.168], [6.151, 3.247, 2.520], [6.123, 3.917, 3.676], [5.294, 3.867, 4.535], [7.209, 4.691, 3.654], [7.552, 5.436, 4.831], [4.278, 2.423, 2.936], [5.369, 1.441, 1.841], [4.585, 2.869, 1.284], [7.918, 4.669, 5.514], [6.633, 5.848, 5.262], [8.137, 6.304, 4.553], [1.218, 4.987, -0.572], [2.541, 4.622, -0.226], [3.574, 5.293, -0.730], [3.563, 6.330, -1.333], [4.665, 4.777, -0.148], [5.853, 5.533, -0.146], [1.070, 4.917, -1.650], [0.919, 5.953, -0.166], [0.545, 4.254, -0.127], [6.309, 5.669, -1.133], [6.615, 5.138, 0.516], [5.629, 6.585, 0.057], [-4.680, 8.663, -2.097], [-4.691, 7.333, -2.560], [-4.280, 6.400, -1.685], [-3.763, 6.602, -0.625], [-4.502, 5.233, -2.253], [-4.095, 4.074, -1.548], [-3.658, 9.047, -2.049], [-5.181, 8.817, -1.143], [-5.176, 9.332, -2.800], [-3.053, 3.869, -1.814], [-4.727, 3.211, -1.722], [-3.986, 4.243, -0.475], [-1.727, 0.608, -1.782], [-1.255, 1.271, -0.617], [-0.572, 0.605, 0.306], [-0.515, -0.590, 0.436], [-0.071, 1.543, 1.111], [0.783, 1.150, 2.181], [-0.874, 0.173, -2.307], [-2.260, 1.302, -2.423], [-2.364, -0.252, -1.559], [0.749, 0.097, 2.458], [0.637, 1.778, 3.055], [1.816, 1.291, 1.856], [0.518, -3.187, -1.712], [1.870, -3.404, -2.148], [2.060, -3.963, -3.352], [1.217, -4.190, -4.169], [3.319, -4.378, -3.405], [3.777, -5.115, -4.524], [0.309, -4.021, -1.043], [-0.214, -3.169, -2.515], [0.500, -2.248, -1.167], [4.710, -5.563, -4.188], [3.969, -4.502, -5.401], [3.158, -5.966, -4.806], [-5.189, -1.198, -7.818], [-3.952, -1.598, -7.303], [-3.469, -1.001, -6.237], [-4.100, -0.230, -5.551], [-2.226, -1.405, -6.040], [-1.405, -0.852, -5.016], [-5.163, -0.190, -8.238], [-6.032, -1.336, -7.142], [-5.453, -1.797, -8.693], [-1.885, -0.854, -4.044], [-1.070, 0.141, -5.327], [-0.474, -1.413, -5.057]], "forces_ev_per_a": [[0.3, -0.8, 0.1], [-0.8, 1.2, 0.9], [0.6, -1.1, -1.4], [-0.1, 0.1, 0.2], [-0.4, 0.5, 0.6], [0.5, -1.1, 0.4], [0.0, 0.3, -0.4], [0.2, 0.0, 0.0], [0.1, 0.0, 0.0], [0.1, 0.5, 0.0], [-0.3, 0.3, -0.3], [-0.2, 0.3, -0.2], [1.5, 0.3, 2.2], [0.4, 0.1, 0.2], [-0.2, -0.2, -0.2], [-0.1, -0.2, -0.5], [-0.6, 0.1, 0.6], [0.7, -0.2, -2.2], [-0.8, -0.4, -1.0], [-0.4, -0.1, -0.6], [-0.1, 0.5, -0.3], [-0.4, 0.2, 1.0], [-0.2, 0.1, 0.6], [0.1, -0.2, 0.1], [2.1, 0.0, -0.1], [-1.3, 0.7, -0.5], [-0.2, -1.2, 0.6], [0.2, 0.2, 0.1], [0.2, 0.7, -0.7], [-1.2, -0.6, 1.1], [-0.3, 0.2, 0.2], [-0.5, 0.3, 0.5], [0.0, -0.6, -0.4], [0.2, 0.3, -0.2], [0.3, -0.1, -0.4], [0.6, 0.0, -0.1], [-0.7, 0.4, 1.1], [0.6, 0.2, -0.8], [0.4, -0.8, 1.1], [-0.6, 0.6, -0.4], [0.2, 0.4, -1.0], [-1.4, 0.6, -0.4], [-0.1, -0.1, -0.1], [0.1, -0.3, -0.4], [0.1, -0.2, -0.2], [0.1, -0.8, 0.5], [1.0, 0.5, 0.6], [0.2, -0.7, 0.1], [0.2, 0.7, 0.0], [-0.5, 0.0, -0.4], [-0.2, 1.7, 0.0], [0.6, -0.8, 0.3], [-0.4, -0.5, 0.0], [0.1, 0.2, -1.2], [0.6, -0.2, 0.6], [-0.4, -0.1, -0.5], [-0.2, -0.9, 0.3], [-0.2, 0.0, 0.3], [0.3, 0.1, 0.1], [0.0, -0.2, 0.6], [-1.2, 0.4, -0.7], [0.3, -0.2, 0.0], [0.4, 0.3, -0.6], [-0.3, -0.1, 0.4], [0.5, 0.4, -0.5], [-1.9, -0.6, 0.3], [0.3, -0.3, 0.2], [0.4, 0.0, 0.5], [0.1, 0.1, 0.1], [0.7, 0.8, 0.3], [0.1, -0.2, 0.1], [0.7, -0.5, -0.1], [-0.7, -0.2, -0.4], [0.1, -0.8, -0.1], [0.4, 1.4, 1.9], [-0.4, -0.3, -0.8], [0.1, -1.2, 0.0], [0.5, 1.9, -1.2], [0.1, 0.4, 0.0], [0.4, 0.2, -0.2], [0.3, -0.2, 0.1], [-0.2, -0.8, -0.2], [-0.5, -0.4, 0.3], [-0.1, -0.2, 0.7], [0.5, 1.3, 0.2], [-0.5, -0.2, 0.0], [0.2, 0.6, -0.6], [0.0, 0.2, 0.5], [-0.7, -0.7, -0.4], [1.6, -0.1, 1.0], [0.1, -0.2, 0.3], [0.1, -0.4, 0.1], [-0.2, -0.6, -0.4], [-0.2, -0.3, -0.4], [-0.3, 0.3, -0.4], [-0.6, 0.3, 0.0], [0.4, -1.3, 0.0], [-0.3, 0.8, -0.5], [-0.7, 0.0, 0.4], [0.4, 0.1, -0.2], [0.0, -0.1, 0.3], [1.3, -0.4, 0.0], [0.0, 0.2, -0.2], [0.1, 0.3, 0.2], [-0.2, 0.2, 0.3], [-0.6, 0.0, -0.2], [-0.4, 0.1, -0.2], [0.0, 0.2, 0.0], [0.1, -0.2, 0.1], [0.3, 0.4, -0.5], [-0.3, -0.9, 0.9], [-0.4, 0.2, -0.7], [0.4, 0.4, 0.3], [0.5, -0.7, -0.2], [-0.3, 0.1, 0.1], [0.2, -0.1, -0.2], [0.0, -0.1, 0.1], [0.1, 0.3, 0.0], [-0.2, 0.2, 0.1], [-0.5, 0.3, 0.2], [-1.4, 0.3, -1.0], [0.7, -1.1, -0.9], [-0.5, 1.0, 1.1], [0.4, 0.0, 0.0], [0.2, -0.6, -0.5], [0.5, 0.5, -0.6], [0.1, 0.2, 0.6], [0.3, 0.3, 0.4], [0.6, -0.4, 0.2], [0.0, -0.1, 0.0], [-0.5, 0.3, 0.3], [-0.3, -0.5, 0.4]]}

{"formula": "C18H23NO4S", "method": "ωB97M-V/def2-TZVPD", "gap_ev": 8.6, "mol_weight_g_mol": 349.452, "species": ["C", "C", "O", "C", "O", "C", "C", "N", "C", "O", "C", "C", "C", "C", "C", "C", "C", "C", "O", "S", "C", "C", "C", "C", "H", "H", "H", "H", "H", "H", "H", "H", "H", "H", "H", "H", "H", "H", "H", "H", "H", "H", "H", "H", "H", "H", "H"], "xyz": [[-1.639, -4.464, -0.938], [-0.765, -3.271, -0.602], [-1.609, -2.141, -0.395], [-1.001, -0.952, -0.311], [0.213, -0.842, -0.399], [-1.900, 0.172, -0.116], [-1.398, 1.461, -0.041], [-0.081, 1.830, -0.127], [0.278, 3.139, -0.065], [-0.559, 4.012, 0.082], [1.755, 3.438, -0.186], [2.454, 2.704, -1.344], [3.165, 1.467, -0.900], [4.339, 0.906, -1.301], [4.497, -0.276, -0.533], [3.411, -0.354, 0.284], [2.996, -1.344, 1.315], [3.181, -0.793, 2.731], [2.603, 0.708, 0.068], [-2.626, 2.641, 0.170], [-3.849, 1.394, 0.169], [-5.279, 1.786, 0.331], [-3.329, 0.149, 0.011], [-4.152, -1.097, -0.024], [-2.204, -4.271, -1.846], [-2.337, -4.656, -0.128], [-1.016, -5.342, -1.087], [-0.184, -3.451, 0.311], [-0.061, -3.047, -1.412], [0.590, 1.062, -0.205], [2.233, 3.174, 0.760], [1.842, 4.518, -0.314], [3.191, 3.361, -1.806], [1.716, 2.452, -2.113], [5.007, 1.282, -2.049], [5.310, -0.971, -0.587], [3.585, -2.252, 1.187], [1.942, -1.578, 1.150], [2.870, -1.531, 3.467], [4.225, -0.544, 2.908], [2.582, 0.104, 2.868], [-5.353, 2.866, 0.424], [-5.709, 1.332, 1.224], [-5.869, 1.472, -0.529], [-5.203, -0.861, 0.115], [-3.835, -1.781, 0.760], [-4.026, -1.607, -0.977]], "forces_ev_per_a": [[0.1, 0.4, 0.1], [0.5, -0.4, -0.2], [-0.3, 0.1, 0.0], [0.3, 0.1, 0.0], [-0.1, -0.1, 0.0], [0.1, 0.4, 0.0], [-0.4, -0.1, 0.0], [0.2, -0.3, 0.0], [0.4, 0.2, 0.0], [0.3, 0.2, 0.0], [0.0, 0.2, -0.1], [-0.1, -0.2, 0.2], [0.8, 0.3, -0.8], [-0.6, 0.4, 0.1], [-0.5, -0.1, 0.4], [0.7, -0.8, -0.2], [-0.1, 0.4, 0.1], [0.0, -0.1, -0.1], [-0.3, 0.2, 0.1], [-0.6, -0.7, 0.0], [0.5, -0.1, -0.1], [0.0, -0.1, 0.0], [-0.1, 0.2, 0.0], [-0.1, 0.1, 0.0], [-0.1, 0.0, -0.1], [-0.1, -0.1, 0.1], [0.0, -0.1, 0.0], [0.0, 0.1, -0.1], [-0.1, -0.1, 0.2], [-0.1, 0.2, 0.0], [0.0, 0.1, 0.0], [-0.1, -0.1, 0.1], [0.0, -0.1, 0.0], [0.0, 0.1, 0.0], [0.1, 0.2, -0.2], [0.1, -0.2, 0.1], [0.0, 0.0, -0.1], [0.0, -0.1, 0.0], [0.0, 0.0, 0.1], [0.1, 0.0, 0.1], [0.0, 0.1, 0.1], [-0.2, 0.1, 0.0], [-0.1, 0.0, 0.0], [-0.1, 0.0, 0.0], [-0.1, 0.0, 0.0], [-0.1, -0.1, 0.0], [-0.1, -0.1, 0.0]]}

The records above yield F_max values of 0.053; 0.023 hartree/bohr, respectively.
The records above yield energy above the lowest of the compared OMol25 structures with the same formula, charge and spin values of 269.8; 53.1 kJ/mol, respectively.
The records above yield lowest unoccupied orbital energy values of 0.0146; 0.0278 Eh, respectively.